130
Properties=species:S:1:pos:R:3:mulliken_charge:R:1 method="wB97M-V/def2-TZVPD" homo_ev=-9.6 e_tot_ev=-121821.0702 charge=+1 molar_mass_g_mol=1020.867 homo_lumo_gap_ev=5.5
C -10.43 -1.62 -3.42 -0.14
C 7.37 -3.71 2.85 -0.73
H 3.21 2.92 1.71 0.50
C 5.45 0.02 2.16 -0.09
C 3.94 -5.00 6.48 -0.30
O -14.00 -2.37 -0.25 -0.32
H 3.59 -0.48 1.07 0.16
H 0.17 0.77 -0.40 0.08
C 7.94 6.22 -1.80 0.10
C 3.21 -6.23 6.02 -0.34
H -3.46 1.49 -1.38 -0.04
H 2.24 -6.33 6.50 0.30
H 7.45 5.33 -1.38 -0.09
C 7.05 -2.13 2.83 0.19
H 6.64 -4.16 3.63 0.00
H 7.59 1.24 -0.82 0.48
O 4.69 -4.63 5.33 -0.30
H 3.38 3.59 0.02 0.22
H 8.54 5.91 -2.66 0.31
H -4.74 3.81 -2.13 0.31
H -9.47 2.61 1.71 0.28
C 5.79 -1.53 2.13 0.03
O -13.20 -3.21 -2.18 -0.28
H 3.66 -2.12 -4.98 0.32
C -2.03 -0.15 0.86 -0.14
H -11.10 -0.86 -3.04 0.30
C -7.83 1.68 3.76 0.66
C -13.18 -2.15 -1.32 0.64
C 4.24 -2.09 -3.98 -0.86
C 8.01 7.81 -0.23 0.62
C -9.49 -2.14 -5.39 0.61
C -5.03 2.99 -1.47 -0.40
O -7.27 1.14 2.64 -0.25
H 6.02 2.79 1.11 0.03
Cl 1.88 0.43 -2.82 -0.10
H -8.08 0.92 0.74 -0.27
H 1.79 0.07 0.02 -0.23
C 3.44 1.36 -2.45 -0.26
C 6.48 0.89 2.95 -0.51
H 5.47 3.41 -0.44 0.45
H 8.54 0.98 4.18 0.31
C -3.25 0.09 2.88 -0.47
O -9.17 1.87 3.61 -0.35
C 6.96 7.30 -2.14 -0.31
O -8.45 -1.86 -4.55 -0.35
H 4.67 -3.16 -3.87 0.25
H 2.80 4.06 -4.54 0.35
C 7.77 0.31 3.63 -0.70
O 3.07 -6.01 4.62 -0.33
O 8.75 6.82 -0.80 -0.34
C -6.58 1.38 -1.44 0.81
N 5.76 0.49 -1.47 0.78
H 3.40 0.86 2.30 0.47
H 7.33 7.96 -2.93 0.29
H -8.47 -1.46 -2.51 0.17
C -3.50 -0.22 1.36 -0.64
O -9.37 -2.56 -6.50 -0.56
H -1.69 -0.29 -0.23 0.31
H 3.56 -1.80 -3.11 0.20
C -1.74 0.31 3.14 -0.43
H 5.99 6.91 -2.44 0.26
C 6.46 1.37 -0.73 -0.27
H -14.49 -4.83 -2.25 0.28
H -13.18 -4.93 -1.05 0.27
H -4.10 0.13 3.63 0.34
C 1.58 2.34 0.30 -0.94
H 6.26 -1.61 -4.80 0.46
O -7.21 1.95 4.76 -0.54
C 2.81 2.90 -4.57 -1.14
O -12.52 -1.16 -1.48 -0.51
C 5.52 -1.08 -4.08 -0.45
C 3.11 2.62 0.59 -1.49
H 0.95 2.98 1.03 0.40
C 4.05 -5.15 4.25 0.61
O 8.33 8.41 0.75 -0.50
C 4.20 1.50 0.24 1.99
H 3.25 2.63 -5.59 0.29
H 3.85 -0.20 -1.03 -0.07
H -1.18 0.54 4.11 0.30
C 5.56 2.40 0.12 -0.80
C 0.43 0.39 1.80 -0.68
H 3.79 -7.14 6.18 0.26
H 5.09 -2.27 1.62 0.43
H -8.89 -0.10 -3.58 0.15
H -10.44 1.18 2.12 0.33
H -10.58 -2.55 -2.85 0.14
C 8.10 -1.23 3.61 -0.75
C 5.38 -3.15 -0.97 -0.39
H 8.42 -3.92 3.28 0.36
C -13.90 -4.26 -1.53 -0.31
O 4.32 -4.89 3.11 -0.47
C -14.76 -3.53 -0.54 -0.35
H 6.30 2.01 3.04 0.40
C 1.02 0.85 0.39 0.58
O -10.69 -1.88 -4.79 -0.34
N -1.04 0.18 1.86 0.33
C 6.72 -2.40 -1.47 -0.31
C -4.41 1.68 -1.88 0.03
H 1.32 2.75 -0.76 0.23
H 0.91 -0.64 2.05 0.15
H 4.60 -5.20 7.32 0.29
C -8.34 0.76 1.79 0.38
H 9.02 -1.68 4.13 0.30
O -6.42 2.72 -1.56 -0.31
H 3.26 -4.18 6.74 0.26
H -8.56 -0.30 1.94 0.19
C 4.30 0.85 -1.21 -0.56
O -7.65 0.84 -1.31 -0.70
H 5.66 -3.79 -0.05 0.15
H 4.89 -3.82 -1.77 0.33
Cl 5.29 3.37 -3.15 -0.10
H -14.93 -4.12 0.37 0.30
H 0.79 1.08 2.66 0.35
P 6.45 -0.81 -2.46 -0.37
H 7.41 -3.15 -2.00 0.43
H -4.26 1.61 -2.96 0.29
H -15.72 -3.23 -0.96 0.27
H 7.29 -2.09 -0.51 0.16
H -4.44 -0.43 0.76 0.44
H 4.59 -2.40 -0.62 -0.11
O -5.39 0.73 -1.49 -0.34
C 3.72 2.43 -3.33 0.34
H -4.78 3.26 -0.44 0.29
O 6.87 8.04 -0.93 -0.33
C -9.00 -1.18 -3.43 0.03
C -9.46 1.65 2.23 -0.39
H 7.16 -4.25 1.87 0.18
H 1.72 2.58 -4.49 0.37
H 5.22 -0.10 -4.62 0.30
C 4.11 0.48 1.47 -0.08

=====

26
Properties=species:S:1:pos:R:3:mulliken_charge:R:1 method="wB97M-V/def2-TZVPD" homo_ev=-9.0 e_tot_ev=-10629.2378 molar_mass_g_mol=136.238 homo_lumo_gap_ev=10.0 smiles=CCc1ccccc1.CC
C 0.98 -1.20 -1.31 -0.45
C 1.20 -0.67 3.45 -1.12
C 0.46 -0.77 1.01 0.62
C -0.59 2.81 -2.30 -0.69
C 0.41 -2.45 -1.21 -0.56
H -0.93 -3.67 -0.06 0.38
C 0.62 0.08 2.25 -0.73
C 1.04 -0.35 -0.20 -0.45
H 2.26 -0.91 3.36 0.32
H -2.38 2.00 -3.23 0.26
H -2.73 3.02 -1.88 0.29
H -0.04 2.64 -1.37 0.12
H -0.96 -2.12 1.87 0.37
H -0.05 2.36 -3.13 0.25
C -0.30 -1.93 1.02 -0.30
H -0.55 3.90 -2.31 0.33
C -2.02 2.28 -2.23 -0.79
H -2.09 1.40 -1.59 0.22
H 0.74 -1.65 3.49 0.32
H 1.18 1.00 2.06 0.35
H 1.03 -0.12 4.37 0.33
H 0.42 -3.18 -2.01 0.36
C -0.36 -2.75 -0.09 -0.48
H 1.50 -0.86 -2.21 0.37
H 1.51 0.62 -0.24 0.34
H -0.34 0.54 2.51 0.33

=====

21
Properties=species:S:1:pos:R:3:mulliken_charge:R:1 method="wB97M-V/def2-TZVPD" homo_ev=-12.3 e_tot_ev=-11909.8462 charge=+1 molar_mass_g_mol=122.145 homo_lumo_gap_ev=8.1
H -0.48 -0.96 2.85 0.31
C -0.02 -0.04 2.50 -1.19
H 1.28 0.82 -2.33 0.37
H -2.47 0.94 -1.83 0.35
C 1.94 0.74 1.09 -1.51
H -0.90 0.57 2.17 0.22
Be -0.53 -0.15 -1.16 -0.02
H 1.47 1.72 1.13 0.31
O 0.24 -0.49 0.16 -0.50
H 2.45 0.64 0.11 0.26
H -2.71 0.55 -0.35 0.36
H 0.47 0.55 3.28 0.37
O -1.19 -1.66 -1.74 -0.25
H 0.19 0.33 -3.31 0.36
H -2.15 -1.64 -1.84 0.33
H 2.61 0.69 1.90 0.48
C 0.92 -0.30 1.34 0.85
O 0.37 0.57 -2.38 -0.22
H -0.87 -2.49 -2.07 0.32
H 1.44 -1.25 1.45 0.20
O -2.04 0.84 -0.96 -0.39

=====

14
Properties=species:S:1:pos:R:3:mulliken_charge:R:1 method="wB97M-V/def2-TZVPD" spin_multiplicity=3 homo_ev="-1.0 / -5.7" e_tot_ev=-22134.3790 charge=-1 molar_mass_g_mol=145.163 homo_lumo_gap_ev="4.5 / 6.8"
N 1.25 -0.22 0.58 -0.43
C -1.62 -1.87 -0.35 0.53
C -1.06 -0.76 0.10 -0.40
H 0.34 0.40 -1.18 0.28
N -2.16 -2.80 -0.75 -0.52
C 0.26 -0.21 -0.25 -0.32
O -1.73 1.70 -1.22 -0.51
C 2.39 0.48 0.22 -0.83
H -1.01 -0.79 1.66 0.16
H 3.21 -0.03 0.63 0.34
H 2.73 0.31 -0.88 0.28
O -2.47 1.48 1.10 -0.48
S -2.41 0.83 -0.23 0.62
H 2.31 1.48 0.56 0.29

=====

11
Properties=species:S:1:pos:R:3:mulliken_charge:R:1 method="wB97M-V/def2-TZVPD" homo_ev=-10.3 e_tot_ev=-6186.3114 molar_mass_g_mol=70.095 homo_lumo_gap_ev=11.4
C -0.95 1.89 -0.77 -0.14
C 1.25 -0.06 0.21 -1.18
H 1.81 0.77 -0.22 0.31
C -0.15 -0.06 -0.35 0.28
H -1.91 -1.06 -0.33 0.25
H -1.13 -0.97 1.15 0.26
H -0.16 -0.08 -1.44 0.40
H 1.74 -1.01 -0.02 0.34
N -1.01 -1.02 0.14 -0.55
N -0.68 1.53 0.33 -0.32
H 1.20 0.08 1.30 0.35

=====

20
Properties=species:S:1:pos:R:3:mulliken_charge:R:1 method="wB97M-V/def2-TZVPD" homo_ev=-3.5 e_tot_ev=-10963.9500 charge=-1 molar_mass_g_mol=118.156 homo_lumo_gap_ev=7.3 smiles=CN[C@H](CO)CC[O-]
H 3.00 0.64 0.76 0.30
O -1.75 -1.60 -0.87 -0.85
H 0.92 -0.34 2.11 0.30
H -0.68 1.06 0.91 0.31
C -1.76 -0.28 -1.25 -0.58
C 2.48 1.12 -0.06 -0.87
O -0.63 -1.38 1.46 -0.71
H 1.27 -1.13 0.52 0.22
C -0.43 0.43 -1.07 -0.86
H -2.03 -0.18 -2.32 0.33
H 1.23 1.93 1.20 0.31
N 1.20 1.66 0.31 -0.49
C 0.13 0.64 0.34 0.22
H -0.47 1.42 -1.47 0.38
H 0.29 -0.02 -1.73 0.19
H -2.52 0.28 -0.68 0.24
H 3.12 1.88 -0.56 0.29
H -1.23 -1.66 0.49 0.42
H 2.33 0.36 -0.79 0.31
C 0.50 -0.63 1.13 -0.46

=====

51
Properties=species:S:1:pos:R:3:mulliken_charge:R:1 method="wB97M-V/def2-TZVPD" homo_ev=-2.8 e_tot_ev=-31792.5630 charge=-1 molar_mass_g_mol=306.329 homo_lumo_gap_ev=4.9
H -10.48 27.66 9.47 0.37
H -9.25 24.91 4.43 0.15
O -7.93 26.10 11.40 -0.85
C -4.46 26.84 4.39 -1.60
H -10.89 24.60 4.93 0.26
H -6.34 27.47 3.58 0.27
H -7.29 28.64 9.49 0.27
O -5.18 27.16 9.69 -0.70
C -8.49 26.34 10.36 0.46
C -10.64 26.59 3.83 0.76
H -10.40 24.62 3.28 0.49
O -8.86 29.92 6.93 -0.53
H -7.12 25.42 2.60 0.18
H -9.75 28.23 2.64 0.39
O -7.12 29.55 9.71 -0.69
C -6.12 25.40 3.02 -1.17
H -3.95 27.36 3.57 0.42
H -6.13 27.12 9.57 0.36
H -4.44 27.54 5.23 0.42
O -6.54 25.07 7.70 -0.64
H -5.91 24.42 3.44 0.25
O -7.92 26.86 9.38 -0.41
H -9.64 27.04 6.58 0.47
H -6.99 25.65 8.31 0.29
O -9.68 26.03 10.31 -0.98
O -6.67 26.34 5.11 -0.44
H -8.16 26.98 6.06 0.14
H -6.61 24.20 8.10 0.25
H -10.18 25.42 8.62 0.30
C -9.53 27.27 3.12 -1.29
H -8.47 27.04 7.72 -0.24
O -10.86 27.38 5.02 -0.58
O -10.58 25.31 7.76 -0.59
H -11.57 26.47 3.27 0.20
O -10.97 28.38 9.09 -0.64
H -11.85 28.03 8.96 0.26
H -3.91 25.98 4.76 0.37
C -5.92 26.54 3.96 0.54
N -8.72 27.38 6.80 0.44
C -10.29 25.16 4.22 -1.28
H -6.15 25.80 5.70 0.13
H -9.23 26.68 2.26 0.37
H -10.73 28.30 4.79 0.28
H -8.41 30.63 7.40 0.25
H -7.12 29.57 10.67 0.31
H -8.72 27.44 3.82 0.17
H -11.51 25.48 7.90 0.26
H -9.47 30.37 6.34 0.21
H -5.41 25.53 2.19 0.45
H -8.83 28.38 6.83 0.62
H -5.03 26.71 10.52 0.30

=====

89
Properties=species:S:1:pos:R:3:mulliken_charge:R:1 method="wB97M-V/def2-TZVPD" spin_multiplicity=3 homo_ev="-11.9 / -11.9" e_tot_ev=-107194.7524 charge=+2 molar_mass_g_mol=850.799 homo_lumo_gap_ev="6.9 / 6.9"
C -0.64 1.13 -2.87 0.37
H 1.37 2.20 -5.26 0.45
C 0.99 -2.01 4.69 -0.94
N -2.34 -1.63 0.79 -0.12
C -1.74 3.36 -0.22 -0.55
H 4.37 1.75 -0.77 0.36
H 5.58 0.72 -0.03 0.43
H 1.80 -2.41 0.78 0.34
H 3.38 0.32 1.08 0.30
H -0.71 5.31 -0.41 0.51
S 2.03 0.12 -0.88 1.11
H -2.22 3.17 -1.17 0.67
C -1.48 2.62 3.20 0.24
H 0.75 0.10 4.51 0.68
O 2.08 0.20 -3.72 -0.68
H 0.94 1.41 -6.79 0.68
H 4.17 -2.27 -6.66 0.41
H 0.18 -1.86 0.27 0.54
H -0.71 -4.32 2.93 0.63
H -1.74 5.18 6.37 0.39
C -2.97 -3.40 1.98 -0.08
C -0.74 4.26 1.53 -0.25
H -1.83 4.63 3.88 0.60
H -1.23 0.89 -6.14 0.48
H -3.36 4.51 6.55 0.31
C -0.38 -3.35 3.28 -0.69
C -0.98 -2.21 2.74 -0.26
N -1.90 2.51 0.81 -0.68
O -2.21 -0.88 -6.14 -0.67
H -4.71 -3.90 0.73 0.47
C 0.21 2.31 -2.58 -1.31
H 3.78 -2.15 -4.94 0.29
C 0.44 -0.87 4.15 -0.16
O -2.41 -2.44 -4.66 -0.62
C -0.67 1.40 -5.36 -1.06
H -0.20 4.87 2.21 0.59
H 1.21 2.10 -2.96 0.31
H 0.28 2.47 -1.51 0.13
C -1.43 1.25 3.54 0.58
C 4.68 0.72 -0.62 -1.25
Tm -1.13 0.37 0.49 0.81
H 0.54 -5.37 4.68 0.38
C 3.59 -0.07 0.09 -0.53
H 3.87 -1.12 0.16 0.42
H 4.90 0.28 -1.59 0.29
H -1.03 2.44 -5.29 0.40
H -2.04 3.87 7.51 0.40
H 2.15 -4.72 4.43 0.30
C 3.01 -0.53 -6.15 -0.51
C -2.01 3.24 5.49 0.26
C -3.45 -2.15 0.23 -0.39
H -1.86 -0.12 5.13 0.52
N -2.11 -1.33 -5.02 1.24
C -1.78 0.92 4.87 -0.27
H 1.74 -1.93 5.46 0.49
H 0.84 -3.39 -0.34 0.57
C 0.59 -3.28 4.26 0.36
N -2.07 -2.41 1.86 0.37
C -0.56 -0.92 3.15 0.44
C -3.87 -3.27 0.94 -1.46
H -2.30 1.59 6.81 0.44
H 2.53 -2.62 -6.10 0.34
C -1.01 4.47 0.19 -0.91
C -1.67 -0.75 -2.64 -1.16
C -1.62 -0.48 -3.98 -0.15
H 2.62 -2.09 -1.59 0.75
C -2.30 4.27 6.54 -1.60
C 0.82 1.38 -5.71 -0.91
C 1.10 -2.37 -0.06 -1.45
N -1.08 0.27 -1.95 0.23
H -0.17 3.20 -3.07 0.51
C -1.77 3.59 4.17 -0.44
N -1.11 0.25 2.63 0.11
H 1.00 -1.63 -2.10 -0.06
C 1.18 -4.51 4.86 -1.61
S 1.61 -0.16 -5.06 1.11
C -2.05 1.89 5.81 -1.16
H -2.09 -1.63 -2.17 0.94
C 3.40 -1.98 -5.95 -1.17
H 2.68 -0.34 -7.17 0.44
N -1.29 3.08 1.87 0.63
O 0.64 -1.22 -5.07 -0.71
H 1.31 -4.39 5.93 0.41
H 3.80 0.16 -5.87 0.37
C 1.69 -1.65 -1.26 -0.27
H -2.95 -4.11 2.78 0.61
H -3.90 -1.69 -0.63 0.67
N -0.97 0.73 -4.11 0.30
O 0.98 0.46 0.19 -0.91

=====

10
Properties=species:S:1:pos:R:3:mulliken_charge:R:1 method="wB97M-V/def2-TZVPD" homo_ev=-13.6 e_tot_ev=-97397.8094 charge=+2 molar_mass_g_mol=375.730 homo_lumo_gap_ev=2.9
O 1.10 -2.40 -0.53 -0.51
O -0.20 1.13 -2.32 -0.10
O -0.41 -0.90 2.02 -0.40
V 2.94 3.18 0.21 0.99
I 0.24 -1.36 -4.21 0.25
O -2.79 1.12 2.70 -0.39
O 0.14 2.04 1.95 -0.55
O 0.05 0.04 -1.58 -0.07
V 0.16 -4.32 0.36 1.29
V -1.24 1.44 1.38 1.48

=====

24
Properties=species:S:1:pos:R:3:mulliken_charge:R:1 method="wB97M-V/def2-TZVPD" homo_ev="-24.1 / -24.0" e_tot_ev=-54398.7216 charge=+4 molar_mass_g_mol=590.303 homo_lumo_gap_ev="5.9 / 4.0"
H -1.40 1.47 2.73 0.39
C -1.33 0.38 2.86 -0.97
P 0.28 -0.16 2.33 0.89
H 1.45 1.80 3.01 0.40
H -2.11 -0.11 2.26 0.35
H 1.48 -2.21 2.31 0.39
Tl 1.94 1.08 -5.92 1.21
Cl 0.95 -2.19 -2.26 -0.29
O -1.56 -0.81 -6.40 0.00
H 1.47 0.54 4.28 0.43
C -1.81 -1.32 -0.62 0.19
C 0.02 3.11 -6.20 0.14
H 2.54 0.38 2.85 0.40
C 1.55 0.72 3.20 -1.01
H -0.23 -2.45 1.88 0.35
C -0.56 -0.27 -6.29 0.11
O -2.61 -2.01 -0.15 0.02
Cl 0.92 1.97 -3.46 -0.31
H -1.48 0.13 3.92 0.43
La 0.10 0.01 -1.38 1.65
O 0.47 0.16 0.82 -0.33
O -0.77 3.88 -5.92 -0.02
C 0.45 -1.92 2.55 -0.83
H 0.23 -2.19 3.60 0.41

=====

14
Properties=species:S:1:pos:R:3:mulliken_charge:R:1 method="wB97M-V/def2-TZVPD" homo_ev=-9.4 e_tot_ev=-28998.0210 molar_mass_g_mol=146.236 homo_lumo_gap_ev=9.7 smiles="C[C@H]1SC(=O)[C@H]2S[C@@H]21"
O -2.01 -1.06 1.43 -0.49
S -0.55 1.21 1.12 -0.12
H -0.61 0.05 -1.36 0.27
C 0.82 2.40 -1.05 -1.34
C -1.01 -0.60 0.98 0.35
H 1.79 0.98 0.32 0.36
H -0.14 2.54 -1.55 0.35
H 1.03 -1.05 0.99 0.25
S 0.83 -1.82 -1.27 -0.10
H 1.61 2.32 -1.79 0.36
C 0.34 -0.14 -0.85 -0.39
C 0.20 -1.12 0.25 -0.12
C 0.81 1.16 -0.20 0.28
H 1.01 3.30 -0.43 0.35

=====

53
Properties=species:S:1:pos:R:3:mulliken_charge:R:1 method="wB97M-V/def2-TZVPD" spin_multiplicity=5 homo_ev="-19.2 / -19.2" e_tot_ev=-117540.5265 charge=+4 molar_mass_g_mol=734.206 homo_lumo_gap_ev="4.8 / 2.7"
S 1.99 -1.63 -1.10 -0.06
H -2.79 -2.07 0.04 0.05
H 4.17 0.66 -0.80 0.12
O 2.75 1.96 1.46 -0.15
Ti 0.79 0.09 -1.99 -0.61
N -1.58 -0.59 3.80 0.04
Cr 1.03 -0.31 0.48 0.80
H 0.09 2.26 1.08 0.40
C -0.63 2.18 1.89 -0.07
H -3.09 0.46 -2.78 0.30
H -4.59 1.36 -0.19 0.55
H 5.63 -2.86 -1.36 0.46
O 2.74 2.46 -1.92 -0.12
C 4.04 -1.41 -1.51 1.13
H -2.82 -1.26 -2.45 0.07
C 4.60 -0.33 -0.62 -1.35
H 3.71 -0.12 -3.28 0.31
H -3.16 -0.89 1.31 0.19
H -3.16 1.55 4.86 0.50
N -0.20 -0.26 2.14 0.29
C -0.39 1.61 -3.40 0.44
C -3.04 -0.05 -0.68 1.09
C -2.47 1.75 4.01 -0.94
H -4.43 -1.43 0.18 0.50
C -3.34 -0.36 -2.11 -1.08
C 4.17 -1.08 -2.99 -1.39
H -3.16 1.50 0.83 0.17
H 4.35 -3.05 -0.14 0.40
H 4.07 -3.53 -1.84 0.45
C -2.48 2.94 3.26 -0.35
H 3.69 -1.86 -3.58 0.43
H 5.23 -1.05 -3.27 0.44
I -0.87 -3.48 -3.04 0.08
C -0.76 -1.20 2.90 -0.63
C -3.50 1.30 -0.19 -1.36
C 4.55 -2.79 -1.19 -1.48
C 2.18 0.95 1.23 0.11
C 1.96 1.58 -1.96 0.41
H -2.02 -1.08 4.56 0.29
C -1.61 3.12 2.17 -1.00
C -3.36 -1.17 0.27 -0.91
H -3.20 3.72 3.49 0.50
I -1.18 -4.64 -0.70 0.05
C -0.61 1.00 2.60 0.54
H 5.70 -0.23 -0.75 0.51
H -4.42 -0.55 -2.22 0.52
S -0.91 0.27 -0.60 1.12
C -1.54 0.80 3.62 0.70
H -3.16 2.10 -0.83 0.40
O -1.18 2.45 -3.62 -0.14
H -0.55 -2.29 2.88 0.44
H -1.63 4.05 1.60 0.52
H 4.43 -0.56 0.44 0.32